1.
Below is a cluster of 2 separate species, C2H10N2O2 in total at a distorted geometry, with properties calculated with ωB97M-V with the def2-TZVPD basis set.

```
! RIJCOSX wB97M-V def2-TZVPD def2/J DEFGRID3
* xyz 0 1
C -2.0089 -0.3806 0.8073
N -0.7884 0.2579 1.2446
O 0.2320 -0.7751 1.6312
H -2.4708 -0.8849 1.6561
H -1.8664 -1.1035 -0.0049
H -2.6741 0.4109 0.4741
H -0.3576 0.7471 0.4479
H 0.1576 -0.8174 2.5951
N 0.6471 1.1768 -1.1730
C 1.3668 -0.0891 -1.3331
O 2.1679 -0.3374 -0.2384
H 0.1047 1.3945 -2.0000
H 1.3112 1.9237 -1.0056
H 2.0130 -0.1044 -2.2273
H 0.5890 -0.8736 -1.4304
H 1.5769 -0.5450 0.5563
*
```

The HOMO-LUMO gap comes out at 10.17 eV. As for the HOMO energy: -9.22 eV. As for the electronic energy: -9309.4467 eV. For the relative energy (zero: lowest compared OMol25 entry of this formula, charge and spin), the calculation gives 2.123 eV.

Per-atom Mulliken charges, elementary charge units:
1 C -0.723
2 N -0.408
3 O -0.512
4 H 0.252
5 H 0.292
6 H 0.327
7 H 0.518
8 H 0.330
9 N -0.584
10 C -0.330
11 O -0.577
12 H 0.203
13 H 0.192
14 H 0.313
15 H 0.259
16 H 0.447

=====

2.
Below is a structure of composition C13H10IN6OPtSSe at a distorted geometry, with properties calculated with ωB97M-V with the def2-TZVPD basis set.

```
! RIJCOSX wB97M-V def2-TZVPD def2/J DEFGRID3
* xyz 2 2
Pt 0.3872 -0.0256 0.1184
O 0.4229 -1.6132 -1.0255
N -0.5867 -2.5281 -0.9558
C -0.5554 -3.5388 -1.8510
C -1.5637 -4.4607 -1.8616
C -2.6135 -4.3395 -0.9443
C -2.5949 -3.3117 -0.0264
C -1.5411 -2.4043 -0.0462
S -1.3945 -1.1086 1.0857
H 0.2930 -3.5424 -2.5195
H -1.5314 -5.2617 -2.5853
H -3.4323 -5.0457 -0.9547
H -3.3762 -3.1900 0.7109
Se 4.3075 -0.3541 0.3949
N 4.7280 0.7962 1.6422
C 3.6257 1.3693 2.0985
C 3.4532 2.3069 3.1683
C 2.1893 2.7076 3.4573
C 1.0581 2.2204 2.7163
N 1.1757 1.3517 1.7506
C 2.4430 0.9216 1.4611
N 2.5580 -0.0143 0.5563
H 4.3115 2.6689 3.7192
H 2.0103 3.4162 4.2532
H 0.0603 2.5825 2.9315
I -1.7038 3.2458 -4.6950
C -1.5271 2.5185 -2.7835
C -2.2779 2.8576 -1.6802
N -1.8144 2.1359 -0.6432
N -0.7982 1.3485 -1.0215
C -0.6139 1.5662 -2.3237
H -3.0977 3.5499 -1.5763
H -2.1489 2.1349 0.3054
H 0.1479 1.0402 -2.8761
*
```

The HOMO-LUMO gap (alpha / beta) comes out at 6.13 / 5.68 eV. As for the HOMO energy (alpha / beta): -14.09 / -14.08 eV. As for the electronic energy: -112141.3597 eV. For the relative energy (zero: lowest compared OMol25 entry of this formula, charge and spin), the calculation gives 1.072 eV.

Per-atom Mulliken charges, elementary charge units:
1 Pt 0.899
2 O -0.479
3 N 0.359
4 C -0.181
5 C -0.739
6 C -0.128
7 C -0.828
8 C 0.841
9 S -0.341
10 H 0.459
11 H 0.422
12 H 0.443
13 H 0.407
14 Se 0.431
15 N -0.649
16 C 0.528
17 C -0.424
18 C -0.582
19 C -0.252
20 N -0.267
21 C 0.950
22 N -0.484
23 H 0.491
24 H 0.406
25 H 0.455
26 I 0.249
27 C -0.548
28 C -0.158
29 N 0.049
30 N -0.214
31 C -0.256
32 H 0.475
33 H 0.183
34 H 0.482

=====

3.
Below is a cluster of 9 separate species, H18O9 in total, with properties calculated with ωB97M-V with the def2-TZVPD basis set.

```
! RIJCOSX wB97M-V def2-TZVPD def2/J DEFGRID3
* xyz 0 1
O 20.6743 -18.2794 -15.7014
H 20.0300 -18.7658 -15.1870
H 20.2309 -17.4629 -15.9315
O 18.0648 -19.8699 -13.1634
H 17.2576 -20.0478 -13.6463
H 17.8693 -19.0864 -12.6496
O 20.7611 -21.5492 -8.8737
H 20.5530 -21.8299 -9.7648
H 21.5450 -22.0472 -8.6421
O 17.3370 -16.6004 -11.3941
H 17.6065 -15.6913 -11.5254
H 16.3863 -16.5872 -11.5048
O 20.1842 -23.0672 -12.2667
H 19.4205 -22.6389 -12.6535
H 20.2267 -23.9195 -12.7005
O 12.4142 -21.4371 -15.6235
H 12.2112 -21.4454 -16.5589
H 13.2508 -20.9759 -15.5635
O 23.6064 -20.3228 -12.0480
H 23.6280 -19.3890 -11.8389
H 22.7146 -20.4786 -12.3590
O 15.3890 -18.9796 -16.3852
H 15.4727 -19.0163 -17.3380
H 14.8311 -18.2190 -16.2225
O 20.2796 -17.7197 -8.5241
H 19.5311 -17.7433 -9.1203
H 20.5626 -18.6317 -8.4580
*
```

The HOMO-LUMO gap comes out at 10.93 eV. As for the HOMO energy: -11.04 eV. As for the electronic energy: -18719.4345 eV. For the relative energy (zero: lowest compared OMol25 entry of this formula, charge and spin), the calculation gives 2.701 eV.

Per-atom Mulliken charges, elementary charge units:
1 O -0.637
2 H 0.333
3 H 0.307
4 O -0.645
5 H 0.313
6 H 0.321
7 O -0.633
8 H 0.321
9 H 0.312
10 O -0.616
11 H 0.315
12 H 0.315
13 O -0.605
14 H 0.311
15 H 0.299
16 O -0.641
17 H 0.313
18 H 0.331
19 O -0.630
20 H 0.320
21 H 0.308
22 O -0.643
23 H 0.321
24 H 0.324
25 O -0.654
26 H 0.302
27 H 0.339

=====

4.
Below is a cluster of 8 separate species, C22H63N3O8 in total at a distorted geometry, with properties calculated with ωB97M-V with the def2-TZVPD basis set.

```
! RIJCOSX wB97M-V def2-TZVPD def2/J DEFGRID3
* xyz 0 1
C -19.0227 2.7788 16.1672
O -18.2803 2.4325 15.0209
C -17.2236 3.3255 14.7916
C -16.7488 3.2155 13.3578
C -16.3410 1.7851 12.9868
N -15.6286 4.1399 13.1685
H -18.3582 2.9450 17.0255
H -19.6929 1.9529 16.3906
H -19.6011 3.6944 15.9900
H -17.5275 4.3662 14.9885
H -16.3754 3.1248 15.4694
H -17.6060 3.4471 12.7051
H -16.1809 1.7180 11.9088
H -17.1275 1.0919 13.2767
H -15.4039 1.5083 13.4752
H -15.4337 4.2036 12.1739
H -15.9576 5.0727 13.4277
C -18.2596 6.0614 18.5995
O -19.0096 6.8440 17.7017
C -20.3488 6.4496 17.6077
C -20.9404 6.9035 16.2907
C -20.7759 8.4024 16.0736
N -22.3341 6.4546 16.2849
H -17.2180 6.3659 18.5170
H -18.3180 4.9955 18.3421
H -18.6178 6.1833 19.6292
H -20.4946 5.3662 17.7202
H -20.9502 6.8899 18.4307
H -20.4348 6.3707 15.4777
H -21.2893 8.9670 16.8541
H -21.1839 8.6808 15.0996
H -19.7221 8.6906 16.0689
H -22.8385 6.8346 15.4936
H -22.8042 6.7879 17.1204
C -8.0687 6.4423 14.0680
O -9.0450 7.4575 14.0686
C -10.3538 6.9464 13.9540
C -11.3211 8.0965 13.8053
C -12.7707 7.7071 14.0978
N -11.2349 8.5932 12.4094
H -8.0700 5.9001 15.0196
H -7.0950 6.9133 13.9358
H -8.2190 5.7580 13.2260
H -10.4540 6.2781 13.0859
H -10.6182 6.3429 14.8391
H -11.0010 8.8921 14.4898
H -13.2316 8.5563 14.6204
H -12.8992 6.8879 14.8079
H -13.3661 7.5565 13.2025
H -11.7832 9.4429 12.3108
H -10.2769 8.8765 12.2242
C -13.3186 4.4984 18.2132
C -13.9700 5.6631 17.4984
O -14.9905 5.2505 16.5793
H -12.6344 3.9693 17.5490
H -14.0668 3.7964 18.5828
H -12.7428 4.8688 19.0632
H -13.2054 6.2057 16.9296
H -14.4460 6.3824 18.1632
H -14.6144 4.5790 15.9964
C -17.8974 11.4778 14.1160
C -18.2676 12.8854 14.5077
O -19.6663 13.0519 14.2467
H -18.1344 11.2416 13.0762
H -18.4359 10.7630 14.7414
H -16.8275 11.2791 14.2167
H -17.7144 13.6019 13.8926
H -18.0566 13.0332 15.5693
H -19.8764 13.9787 14.3887
C -15.7792 8.9135 11.9719
C -15.6184 9.9765 10.9147
O -14.2587 10.0022 10.4914
H -15.4473 9.2804 12.9451
H -15.2348 8.0132 11.7002
H -16.8411 8.6874 12.0755
H -15.9147 10.9615 11.2975
H -16.3030 9.7603 10.0828
H -14.1938 10.5603 9.7119
C -12.4183 9.1037 17.0323
C -11.0923 8.4033 17.1540
O -10.0990 9.3559 17.5111
H -12.3652 9.8569 16.2451
H -12.6821 9.6206 17.9593
H -13.2376 8.4091 16.8519
H -10.8320 7.9010 16.2145
H -11.1536 7.5996 17.9043
H -9.2637 9.0953 17.1144
C -16.6032 8.5691 15.9888
C -17.2230 7.6437 14.9600
O -16.2232 6.6975 14.5448
H -17.2630 9.4132 16.1988
H -15.6689 8.9504 15.5716
H -16.4045 8.0626 16.9342
H -17.5098 8.2172 14.0846
H -18.0591 7.0918 15.3898
H -15.8032 6.3280 15.3349
*
```

The HOMO-LUMO gap comes out at 9.73 eV. As for the HOMO energy: -9.08 eV. As for the electronic energy: -44683.4872 eV. For the relative energy (zero: lowest compared OMol25 entry of this formula, charge and spin), the calculation gives 0.157 eV.

Per-atom Mulliken charges, elementary charge units:
1 C -0.468
2 O -0.419
3 C 0.195
4 C 0.602
5 C -1.493
6 N -0.529
7 H 0.211
8 H 0.362
9 H 0.089
10 H -0.027
11 H -0.039
12 H 0.198
13 H 0.402
14 H 0.334
15 H 0.297
16 H 0.302
17 H 0.075
18 C -0.392
19 O -0.178
20 C -0.900
21 C 0.917
22 C -1.353
23 N -0.743
24 H -0.039
25 H 0.144
26 H 0.352
27 H 0.391
28 H 0.393
29 H 0.025
30 H 0.311
31 H 0.405
32 H 0.117
33 H 0.285
34 H 0.282
35 C -0.794
36 O -0.312
37 C -1.287
38 C 0.651
39 C -0.474
40 N -0.837
41 H 0.284
42 H 0.259
43 H 0.340
44 H 0.624
45 H 0.285
46 H 0.385
47 H -0.136
48 H -0.221
49 H 0.527
50 H 0.193
51 H 0.267
52 C -1.594
53 C 0.206
54 O -0.269
55 H 0.371
56 H 0.342
57 H 0.440
58 H -0.293
59 H 0.438
60 H 0.153
61 C -0.418
62 C -0.468
63 O -0.531
64 H 0.337
65 H -0.102
66 H 0.304
67 H 0.325
68 H 0.291
69 H 0.297
70 C -0.476
71 C -0.539
72 O -0.484
73 H -0.081
74 H 0.326
75 H 0.372
76 H 0.267
77 H 0.324
78 H 0.281
79 C -0.662
80 C 0.543
81 O -0.594
82 H 0.328
83 H 0.456
84 H -0.150
85 H -0.403
86 H 0.320
87 H 0.331
88 C -0.889
89 C 0.375
90 O 0.099
91 H 0.487
92 H 0.011
93 H 0.127
94 H 0.141
95 H -0.246
96 H 0.044

=====

5.
Below is a structure of composition C14H14F9O6RuTe, with properties calculated with ωB97M-V with the def2-TZVPD basis set.

```
! RIJCOSX wB97M-V def2-TZVPD def2/J DEFGRID3
* xyz 0 6
Ru 0.4807 0.2291 -0.3949
O 1.9774 -1.8833 2.1543
C 0.9302 -1.7005 1.5837
O 0.7983 -1.7023 0.2527
C -0.3612 -1.3948 2.3436
C -1.5866 -1.5815 1.4474
C -2.8832 -1.5916 2.2421
C -3.0353 -0.1004 2.6175
C -1.7911 0.5026 1.9862
O -1.6228 -0.2873 0.7741
C -0.5222 0.1265 2.7562
C 0.6407 1.0370 2.3631
O 1.5629 1.2768 3.0950
O 0.5218 1.5694 1.1338
H -0.3735 -2.0361 3.2239
H -1.4809 -2.3623 0.7016
H -2.8109 -2.2524 3.1055
H -3.7106 -1.9312 1.6223
H -3.0599 0.0782 3.6920
H -3.9344 0.3285 2.1797
H -1.8563 1.5518 1.7164
H -0.6478 0.2186 3.8341
F 0.7171 0.1743 -5.1774
C 0.6637 0.0503 -3.8544
F 1.8499 0.4749 -3.3565
F 0.5601 -1.2373 -3.5456
C -0.4902 0.8711 -3.2066
O -0.7502 0.4342 -1.9414
C -1.7914 0.6868 -4.0494
F -2.8593 1.0632 -3.3580
F -1.7603 1.3973 -5.1825
F -1.9487 -0.6011 -4.3735
C -0.1072 2.3767 -3.1723
F -1.1758 3.1360 -2.9445
F 0.4790 2.7918 -4.2943
F 0.7556 2.5971 -2.1583
C 3.8707 1.9165 -1.1443
Te 3.3610 0.3294 0.1701
C 3.9839 -1.2223 -1.1280
H 4.9513 1.9512 -1.2563
H 3.5173 2.8396 -0.6910
H 3.3942 1.7682 -2.1080
H 3.6062 -1.0318 -2.1281
H 3.5563 -2.1400 -0.7314
H 5.0689 -1.2770 -1.1314
*
```

The HOMO-LUMO gap (alpha / beta) comes out at 8.85 / 7.59 eV. As for the HOMO energy (alpha / beta): -8.54 / -9.34 eV. As for the electronic energy: -61361.9243 eV. For the relative energy (zero: lowest compared OMol25 entry of this formula, charge and spin), the calculation gives 0.000 eV.

Per-atom Mulliken charges, elementary charge units:
1 Ru 2.477
2 O -0.582
3 C -0.125
4 O -0.872
5 C 0.040
6 C -0.032
7 C -1.002
8 C -0.978
9 C -0.048
10 O -0.211
11 C -0.038
12 C -0.137
13 O -0.605
14 O -0.877
15 H 0.595
16 H 0.703
17 H 0.361
18 H 0.347
19 H 0.365
20 H 0.349
21 H 0.667
22 H 0.651
23 F -0.261
24 C 0.390
25 F -0.248
26 F -0.289
27 C 0.765
28 O -1.487
29 C 0.530
30 F -0.225
31 F -0.251
32 F -0.256
33 C 0.619
34 F -0.267
35 F -0.273
36 F -0.191
37 C -0.948
38 Te 0.484
39 C -0.925
40 H 0.396
41 H 0.313
42 H 0.177
43 H 0.212
44 H 0.292
45 H 0.397

=====

6.
Below is a structure of composition CH20F3O17PSZr at a distorted geometry, with properties calculated with ωB97M-V with the def2-TZVPD basis set.

```
! RIJCOSX wB97M-V def2-TZVPD def2/J DEFGRID3
* xyz 0 1
Zr 24.4464 23.8216 -11.0024
C 24.2423 19.9522 -13.9241
F 23.5857 18.8533 -14.2706
F 25.2619 19.5971 -13.1409
F 24.7016 20.5510 -15.0221
S 23.0575 21.0948 -13.0155
O 22.2530 21.6655 -14.0595
O 22.3988 20.1932 -12.1085
O 23.8582 22.0954 -12.3055
P 22.2972 25.2798 -10.3044
O 21.7909 25.7818 -8.9492
O 23.4285 24.5291 -9.3023
O 23.6458 25.8307 -10.9852
O 22.3694 23.8314 -10.9471
O 20.9560 17.7017 -11.6159
H 21.4601 18.4489 -11.9629
H 20.7234 17.1816 -12.3893
O 19.5656 20.7934 -14.6387
H 20.3556 21.3236 -14.4587
H 19.8978 19.9001 -14.7581
O 26.3245 22.7013 -11.8159
H 26.5887 21.7618 -11.6474
H 26.8195 22.9643 -12.5989
O 21.8619 20.5124 -9.3311
H 21.8923 19.8932 -8.5939
H 21.7488 19.9574 -10.1150
O 24.2126 21.9815 -9.7410
H 24.9788 21.4822 -9.4415
H 23.4201 21.4242 -9.5102
O 21.3486 23.4327 -15.9735
H 21.7211 22.6967 -15.4680
H 21.0708 24.0616 -15.3011
O 24.4872 24.4728 -13.2008
H 24.8695 24.0611 -14.0023
H 23.9601 25.2172 -13.5168
O 25.2112 23.3167 -15.5299
H 25.6475 24.0596 -15.9631
H 24.8266 22.8059 -16.2507
O 20.1590 23.0277 -12.2928
H 19.6675 23.7585 -11.9090
H 21.0824 23.1760 -12.0115
O 27.2124 20.2767 -11.2512
H 27.6761 19.6712 -11.8390
H 27.0219 19.7577 -10.4633
*
```

The HOMO-LUMO gap comes out at 6.68 eV. As for the HOMO energy: -7.87 eV. As for the electronic energy: -65728.1575 eV.

Per-atom Mulliken charges, elementary charge units:
1 Zr 1.123
2 C 0.427
3 F -0.184
4 F -0.181
5 F -0.212
6 S 1.013
7 O -0.626
8 O -0.599
9 O 0.286
10 P 0.572
11 O -0.517
12 O -0.714
13 O -0.671
14 O -0.399
15 O -0.644
16 H 0.421
17 H 0.313
18 O -0.646
19 H 0.468
20 H 0.267
21 O -0.504
22 H 0.288
23 H 0.269
24 O -0.662
25 H 0.292
26 H 0.365
27 O -0.428
28 H 0.237
29 H 0.328
30 O -0.665
31 H 0.509
32 H 0.287
33 O -0.386
34 H 0.241
35 H 0.258
36 O -0.581
37 H 0.260
38 H 0.297
39 O -0.596
40 H 0.258
41 H 0.479
42 O -0.604
43 H 0.292
44 H 0.270

=====

Q: Look up the electronic energy of the second one.
A: -112141.3597 eV